Entry P
Computed, not measured: the ion C4H10N3 with charge +1, with ωB97M-V/def2-TZVPD.

Geometry (Å):
C  -2.47273  -0.15981  -0.07450
C  -1.40138  0.76913  0.14341
N  -0.09517  0.51125  -0.09898
C  0.28829  -1.00170  -0.09687
N  1.72162  -1.04818  0.13675
C  2.24207  0.38942  -0.12486
N  1.03580  1.24182  -0.22247
H  -2.06128  -1.27475  -0.10912
H  -3.05112  -0.07626  -0.92203
H  -3.07094  -0.00796  0.81505
H  -1.71020  1.80283  0.29311
H  -0.01901  -1.38416  -1.18092
H  -0.10064  -1.61695  0.72193
H  1.90406  -1.38983  1.13288
H  2.91190  0.67979  0.67727
H  2.82579  0.32183  -1.01018
H  1.05295  2.24353  -0.08047

Properties
net charge: +1
multiplicity: 1
SMILES: C/C=[N+]1\CNCN1

Mulliken population analysis, charges in e, atoms 1 to 5:
1 C -1.04
2 C 0.32
3 N 0.46
4 C -0.67
5 N -0.41

Entry Q
Computed, not measured: a structure of composition C4H10N3, with ωB97M-V/def2-TZVPD.

Geometry (Å):
C  0.93917  -1.40102  -0.95693
C  -0.98429  1.48925  0.94172
C  -1.65902  2.22547  -0.02445
C  1.25505  -0.45820  1.29064
N  -0.39145  0.59539  1.35606
N  -0.39021  -0.80080  -0.99490
N  1.28382  -1.52809  0.47516
H  0.89954  -2.36752  -1.38281
H  -0.75071  2.58354  -0.56923
H  -2.35882  2.94202  0.32582
H  -2.35372  1.54133  -0.59478
H  1.79943  0.41239  1.02482
H  1.42074  -0.69147  2.32189
H  1.73157  -0.80210  -1.48508
H  -0.46385  0.12318  -1.24908
H  -1.12121  -1.33659  -1.36900
H  1.14394  -2.52677  0.89015

Properties
net charge: +1
multiplicity: 1

Mulliken population analysis, charges in e, atoms 1 to 5:
1 C -0.52
2 C 0.57
3 C -0.98
4 C -0.27
5 N -0.26

Taking the most stable structure as the zero point, the relative energies in kcal/mol are entry P 13.2; entry Q 0.0.

Entry P
Computed, not measured: a structure of composition C32H30AuN6, with ωB97M-V/def2-TZVPD.

Geometry (Å):
Au  0.41209  1.28412  0.08745
C  0.77287  2.56777  2.70137
N  0.32476  1.24337  2.17537
C  1.14583  0.12548  2.72299
C  -1.08503  1.06018  2.58286
C  -1.44053  0.95684  3.91842
C  -2.76639  0.75898  4.25662
C  -3.71302  0.66289  3.24230
C  -3.35830  0.78172  1.91215
C  -2.01909  1.00618  1.55911
N  -1.56908  1.14417  0.25799
C  -2.39939  0.75699  -0.82251
C  -3.43971  1.59265  -1.21152
C  -4.23791  1.28145  -2.30007
C  -3.97224  0.12910  -3.02246
C  -2.94306  -0.71828  -2.63976
C  -2.15279  -0.43718  -1.52648
N  -1.07306  -1.26660  -1.13483
C  -0.59219  -2.18887  -2.14760
C  -1.27233  -1.96615  0.13418
H  0.80805  2.52920  3.78966
H  0.04966  3.31902  2.39375
H  1.75025  2.83079  2.31794
H  1.12653  0.15979  3.81082
H  2.17132  0.20510  2.37744
H  0.71244  -0.81308  2.38515
H  -0.69361  1.01855  4.69955
H  -3.05574  0.67196  5.29378
H  -4.75175  0.49227  3.49276
H  -4.10950  0.70158  1.14035
H  -3.60024  2.50686  -0.65176
H  -5.04588  1.93942  -2.58927
H  -4.57426  -0.12207  -3.88569
H  -2.76497  -1.61703  -3.21316
H  -1.28434  -3.02033  -2.33785
H  0.35066  -2.61786  -1.80311
H  -0.41742  -1.65612  -3.08185
H  -1.96136  -2.81331  0.02077
H  -1.68098  -1.30189  0.88965
H  -0.31373  -2.35485  0.48528
N  6.00790  -2.83539  -7.37134
C  5.41370  -2.31424  -6.53856
C  4.66935  -1.66172  -5.49438
C  5.13535  -0.46556  -4.95442
C  4.42275  0.15422  -3.94384
C  3.23529  -0.40552  -3.47624
C  2.76623  -1.59175  -4.03435
C  3.48413  -2.22660  -5.03274
C  2.44582  0.27381  -2.41617
C  1.21075  0.78950  -2.77705
C  0.73488  1.03424  -4.09048
C  -0.35766  1.86516  -3.98778
C  -0.55163  2.10524  -2.61777
N  0.36671  1.46280  -1.90030
C  3.03873  0.48173  -1.16078
C  4.37843  0.21553  -0.82098
C  4.62891  0.83146  0.39084
C  3.43340  1.43619  0.77502
N  2.46379  1.23267  -0.13005
H  6.04954  -0.02735  -5.33002
H  4.77534  1.09033  -3.53120
H  1.84368  -2.02480  -3.67512
H  3.13047  -3.15510  -5.45895
H  1.20352  0.67379  -4.99171
H  -0.94855  2.28200  -4.78546
H  -1.31675  2.70169  -2.14944
H  5.07501  -0.34273  -1.42322
H  5.55761  0.86641  0.93476
H  3.27364  2.01010  1.66968

Properties
net charge: +1
multiplicity: 1

Mulliken population analysis, charges in e, atoms 1 to 5:
1 Au 1.52
2 C -0.76
3 N -0.09
4 C -0.85
5 C 1.06

Entry Q
Computed, not measured: a structure of composition C32H30AuN6, with ωB97M-V/def2-TZVPD.

Geometry (Å):
Au  1.06798  0.26590  -0.00430
C  0.84954  1.62866  2.60669
N  1.28364  0.31274  2.04705
C  0.48070  -0.76667  2.69497
C  2.72143  0.09177  2.32781
C  3.15119  0.03203  3.63945
C  4.48301  -0.20649  3.92684
C  5.36185  -0.39528  2.87461
C  4.92873  -0.33378  1.55845
C  3.58909  -0.07044  1.25369
N  3.02821  0.04373  -0.01368
C  3.59282  0.03411  -1.28374
C  4.95575  -0.02946  -1.59311
C  5.38960  -0.01839  -2.91008
C  4.49019  0.05651  -3.95994
C  3.14084  0.13622  -3.66708
C  2.71069  0.13397  -2.35298
N  1.25929  0.22115  -2.06437
C  0.68158  1.45163  -2.68567
C  0.57531  -0.96906  -2.65422
H  1.04489  1.63584  3.67798
H  -0.20937  1.76238  2.41743
H  1.42006  2.42342  2.13281
H  0.62451  -0.71364  3.77314
H  0.81000  -1.73200  2.32854
H  -0.56674  -0.61564  2.44882
H  2.45326  0.16286  4.45650
H  4.82071  -0.25812  4.95176
H  6.40533  -0.60179  3.07137
H  5.65286  -0.51354  0.78483
H  5.70280  -0.06978  -0.82159
H  6.45155  -0.06832  -3.10969
H  4.82865  0.05967  -4.98590
H  2.43095  0.20164  -4.48141
H  0.84181  1.41361  -3.76139
H  1.17972  2.32643  -2.27805
H  -0.38070  1.49038  -2.47078
H  0.74290  -0.96742  -3.73076
H  -0.48561  -0.90793  -2.43564
H  0.98891  -1.87372  -2.22157
N  -9.57856  -0.30087  0.02867
C  -8.43046  -0.28038  0.02610
C  -6.98828  -0.25425  0.02266
C  -6.30126  0.28584  1.10707
C  -4.91845  0.31868  1.09549
C  -4.20995  -0.20008  0.01518
C  -4.90392  -0.74629  -1.06136
C  -6.28811  -0.76777  -1.06486
C  -2.72259  -0.17650  0.01002
C  -2.06949  -1.39177  0.06434
C  -2.64386  -2.70203  0.19879
C  -1.60016  -3.58272  0.20774
C  -0.41935  -2.78670  0.08443
N  -0.68667  -1.50011  0.00635
C  -2.10562  1.11010  -0.04753
C  -2.78725  2.33422  -0.16621
C  -1.84101  3.35195  -0.16959
C  -0.60479  2.72495  -0.05613
N  -0.74055  1.38706  0.01035
H  -6.85361  0.67713  1.95034
H  -4.38209  0.74256  1.93502
H  -4.35568  -1.15021  -1.90299
H  -6.82981  -1.18199  -1.90408
H  -3.69415  -2.93017  0.28844
H  -1.64444  -4.65643  0.29359
H  0.60319  -3.14810  0.05922
H  -3.85632  2.44674  -0.24805
H  -2.01478  4.41283  -0.24188
H  0.37007  3.19114  -0.02786

Properties
net charge: +1
multiplicity: 1

Mulliken population analysis, charges in e, atoms 1 to 5:
1 Au 1.48
2 C -0.75
3 N 0.44
4 C -0.86
5 C 1.33

Taking the most stable structure as the zero point, the relative energies in kcal/mol are entry P 0.0; entry Q 17.1.

Entry P
Computed, not measured: a cluster of 2 separate species, C3H9NOS in total, with ωB97M-V/def2-TZVPD.

Geometry (Å):
C  -1.79881  -2.24662  -1.09017
C  0.55315  0.71184  1.41511
C  1.58500  1.62067  -0.91360
N  -0.97320  -2.43938  -0.03351
O  -0.79560  0.58203  -0.92666
S  0.46953  0.25707  -0.33297
H  -2.87953  -2.38300  -0.70957
H  -1.69750  -2.71617  -2.13722
H  -1.79491  -1.09547  -1.24109
H  1.17766  1.58508  1.30991
H  -0.45798  0.88461  1.77567
H  1.09668  -0.13690  1.78702
H  2.68052  1.26897  -0.75518
H  1.36151  1.71092  -1.97088
H  1.32573  2.52430  -0.41407

Properties
multiplicity: 1

Mulliken population analysis, charges in e, atoms 1 to 5:
1 C -0.39
2 C -0.86
3 C -1.06
4 N -0.35
5 O -0.64

Entry Q
Computed, not measured: an isolated molecule of C3H9NOS, with ωB97M-V/def2-TZVPD.

Geometry (Å):
N  -1.15403  -1.41777  -0.36947
C  -1.14603  -0.22012  0.40585
C  -0.13860  0.92616  0.09826
O  -0.24601  1.30234  -1.21655
C  1.29819  0.64229  0.60173
S  2.16830  -0.51568  -0.41461
H  -0.26669  -1.73714  -0.67203
H  -1.74699  -1.29411  -1.20746
H  -0.96202  -0.55254  1.43126
H  -2.10906  0.18318  0.29928
H  -0.52259  1.78418  0.67877
H  0.24267  0.70383  -1.81485
H  1.16694  0.25828  1.65594
H  1.96217  1.53060  0.58047
H  1.45375  -1.59350  -0.05660

Properties
multiplicity: 1
SMILES: NC[C@H](O)CS

Mulliken population analysis, charges in e, atoms 1 to 5:
1 N -0.51
2 C -0.78
3 C 0.14
4 O -0.54
5 C -0.66

Taking the most stable structure as the zero point, the relative energies in kcal/mol are entry P 115.7; entry Q 0.0.

Entry P
Computed, not measured: a cluster of 2 separate species, C6H14N2 in total, with ωB97M-V/def2-TZVPD.

Geometry (Å):
C  -1.12362  2.29442  1.09369
C  -1.80851  1.55072  0.15071
N  -1.22524  0.84019  -0.78622
C  -1.88480  0.41877  -2.01085
H  -0.05744  2.47202  1.06058
H  -1.69706  2.76560  1.87696
H  -2.89213  1.47721  0.17072
H  -0.21065  0.90845  -0.85048
H  -1.73284  -0.64364  -2.18908
H  -2.94888  0.62356  -1.96614
H  -1.47300  0.97707  -2.84962
C  2.78979  -1.22904  1.23925
C  1.72352  -0.51317  0.41842
C  0.03321  -1.99304  -0.14515
N  1.09402  -1.43195  -0.51472
H  3.35527  -0.51871  1.82838
H  2.32711  -1.95622  1.90982
H  3.45267  -1.78106  0.57383
H  2.20410  0.29477  -0.14595
H  0.98483  -0.05448  1.09248
H  -0.44696  -1.77671  0.81844
H  -0.46341  -2.72477  -0.77507

Properties
net charge: +1
multiplicity: 2

Mulliken population analysis, charges in e, atoms 1 to 5:
1 C -0.82
2 C 0.45
3 N 0.04
4 C -0.79
5 H 0.32

Entry Q
Computed, not measured: the ion C6H14N2 with charge +1, with ωB97M-V/def2-TZVPD.

Geometry (Å):
C  1.29108  -1.11103  2.27786
C  -0.23694  -0.80562  2.39610
C  -0.88395  -0.53549  1.13497
C  -0.46374  0.39043  0.19369
N  -0.94761  0.51313  -1.05450
C  -0.29103  1.49740  -1.94132
C  -1.07231  1.64028  -3.26340
N  1.59805  -2.21407  1.38411
H  1.87996  -0.22048  2.04047
H  1.69318  -1.36160  3.25078
H  -0.19599  -0.00611  3.15202
H  -0.58902  -1.66629  2.94239
H  -1.77466  -1.05009  0.83144
H  0.25901  1.16213  0.47292
H  -0.88437  -0.39324  -1.52385
H  -0.37155  2.44452  -1.41735
H  0.73103  1.21877  -2.20723
H  -1.79994  0.85002  -3.35021
H  -0.49448  1.68199  -4.18652
H  -1.56184  2.60558  -3.21885
H  1.64313  -2.02380  0.39436
H  2.47199  -2.61644  1.69213

Properties
net charge: +1
multiplicity: 2

Mulliken population analysis, charges in e, atoms 1 to 5:
1 C -0.68
2 C -0.54
3 C -0.28
4 C -0.06
5 N -0.17

Taking the most stable structure as the zero point, the relative energies in kcal/mol are entry P 6.5; entry Q 0.0.